This record from the OMol25 dataset describes a gas-phase ion, CH4N3O3 (charge -1) at a distorted geometry. The level of theory is ωB97M-V with the def2-TZVPD basis set.

Properties
* relative energy (zero: lowest compared OMol25 entry of this formula, charge and spin): 92.3 kcal per mole
* E_LUMO: 4.0505 eV
* frontier orbital gap: 7.84 eV
* SMILES: CONN=[N+]([O-])[O-]
* total charge: -1
* F_max: 3.2 eV Å⁻¹

```
11
Properties=species:S:1:pos:R:3:mulliken_charge:R:1
C -1.28 -1.08 -1.09 -0.56
O -0.26 -1.08 -0.08 -0.32
N 0.75 -0.04 -0.29 -0.27
N 0.25 1.13 0.31 -0.60
N 0.96 1.43 1.32 1.23
O 1.93 0.75 1.72 -0.80
O 0.76 2.51 1.82 -0.78
H -0.86 -0.56 -1.95 0.29
H -2.20 -0.56 -0.80 0.22
H -1.53 -2.10 -1.32 0.23
H 1.49 -0.40 0.37 0.37
```